The following is a quantum chemistry calculation of C4H4FNS in the gas phase in a non-equilibrium geometry, from the Open Molecules 2025 dataset.

```
11
Properties=species:S:1:pos:R:3:forces:R:3
C -1.676 -0.979 0.443 -0.70 1.81 -1.12
S -0.512 -0.868 -0.994 -0.19 0.41 0.38
C 0.816 0.213 -0.441 -1.34 0.00 -0.32
C 2.080 -0.408 -0.262 0.47 -0.10 0.29
N 3.079 -0.939 -0.063 0.04 0.01 -0.11
C 0.733 1.536 -0.283 0.19 0.01 0.16
F -0.390 2.260 -0.375 0.65 -0.68 -0.06
H -1.829 0.034 0.919 0.24 -1.13 -0.57
H -2.651 -1.266 -0.049 1.10 0.02 0.79
H -1.283 -1.678 1.142 -0.08 -0.60 0.53
H 1.633 2.097 -0.036 -0.37 0.26 0.02
```
Positions in Å, forces in eV/Å.

Summary:
**Maximum force**: 2.2 eV/Å
**Structure (SMILES)**: CS/C(C#N)=C\F
**Relative energy (zero: lowest compared OMol25 entry of this formula, charge and spin)**: 18.3 kcal/mol
**Charge**: 0


The following is a quantum chemistry calculation of a molecular structure, C4H4FNS in a non-equilibrium geometry, from the Open Molecules 2025 dataset.

```
11
Properties=species:S:1:pos:R:3:forces:R:3
C 1.155 -0.203 0.871 1.85 -0.59 -0.47
C 0.625 0.692 -0.341 1.28 0.98 1.23
C -1.345 -0.598 -0.530 -0.80 -3.82 0.49
C -0.211 -0.246 0.440 -0.54 -2.80 -1.54
H 1.516 -0.023 1.863 -0.72 1.02 0.65
H 1.167 0.337 -1.196 -0.02 -0.45 -0.43
H -2.047 -1.558 -0.781 2.18 2.20 1.10
H -0.643 0.422 1.113 -1.30 0.85 1.64
N -1.658 0.454 -1.109 -2.16 1.61 -1.52
F 2.136 -1.067 0.429 -0.60 0.03 -0.71
S -0.695 1.789 -0.759 0.84 0.96 -0.46
```
Positions in Å, forces in eV/Å.

Summary:
**Maximum force**: 3.9 eV/Å
**Relative energy (zero: lowest compared OMol25 entry of this formula, charge and spin)**: 95.4 kcal/mol
**Charge**: 0


The following is a quantum chemistry calculation of C4H4FNS2 in the gas phase in a non-equilibrium geometry, from the Open Molecules 2025 dataset.

```
12
Properties=species:S:1:pos:R:3:forces:R:3
N -2.346 -0.907 -1.862 0.73 1.51 0.85
C -1.832 -0.029 -1.293 -1.05 -2.05 -0.90
C -1.081 0.930 -0.552 0.69 0.19 -0.52
S -1.666 2.328 -0.090 -0.58 0.69 0.36
C 0.365 0.530 -0.385 0.38 0.80 1.03
F 1.128 1.684 -0.013 -0.69 -1.30 -0.85
C 0.514 -0.422 0.795 -2.14 -0.32 1.46
S 2.232 -0.940 0.890 0.05 -1.02 0.30
H 0.740 0.114 -1.323 0.21 0.17 0.11
H -0.270 -1.319 0.792 1.86 1.90 -0.27
H 0.261 0.230 1.716 0.28 -1.10 -1.37
H 1.955 -2.201 1.324 0.25 0.53 -0.20
```
Positions in Å, forces in eV/Å.

Summary:
**Maximum force**: 2.7 eV/Å
**Structure (SMILES)**: N#CC(=S)[C@@H](F)CS
**Relative energy (zero: lowest compared OMol25 entry of this formula, charge and spin)**: 30.8 kcal/mol
**Charge**: 0


The following is a quantum chemistry calculation of a molecular structure, C4H4I4N4 in a non-equilibrium geometry, from the Open Molecules 2025 dataset.

```
16
Properties=species:S:1:pos:R:3:forces:R:3
C -0.381 -1.719 2.518 -0.17 0.08 -0.05
C 0.433 0.260 -0.684 2.02 1.99 0.93
C 1.082 2.356 -0.904 -0.40 0.85 0.46
C -0.210 -0.982 -0.534 -2.95 -2.62 0.13
N 2.121 1.652 -0.521 2.52 2.00 0.03
N -0.003 1.541 -0.956 0.19 -1.51 -0.24
N -1.471 -1.288 -0.763 -0.26 3.58 -1.50
N 1.790 0.444 -0.392 -3.91 -3.06 -0.26
I -2.298 -2.375 3.048 1.08 0.32 -0.09
I 1.052 4.421 -1.091 0.14 -0.69 -0.06
I 1.094 -1.531 3.948 -0.75 -0.18 -0.35
I -1.879 2.186 -1.367 -0.44 0.02 -0.12
H 0.220 -1.916 -0.260 1.90 -0.03 0.32
H -1.831 -2.228 -0.913 0.29 0.00 0.50
H -2.071 -0.484 -1.110 0.41 -1.61 0.60
H 2.354 -0.336 -0.018 0.33 0.88 -0.30
```
Positions in Å, forces in eV/Å.

Summary:
**Maximum force**: 5.0 eV/Å
**Relative energy (zero: lowest compared OMol25 entry of this formula, charge and spin)**: 66.0 kcal/mol
**Charge**: +2


The following is a quantum chemistry calculation of a molecular structure, C4H4IrO2 in a non-equilibrium geometry, from the Open Molecules 2025 dataset.

```
11
Properties=species:S:1:pos:R:3:forces:R:3
C 1.011 1.498 -0.038 0.08 -4.71 0.42
O 1.533 0.476 0.562 -0.80 3.56 -1.18
H 2.315 0.739 1.067 1.23 -0.02 0.83
C -0.199 1.085 -0.851 -0.33 2.61 0.40
C -1.072 0.103 -0.109 -0.45 -1.13 -0.72
C -0.668 -1.019 0.398 0.07 1.02 0.09
O -0.282 -1.960 1.015 -1.21 4.43 -0.15
Ir 0.119 -3.696 1.090 1.23 -5.95 0.54
H -0.748 2.020 -1.053 -0.19 -0.40 -0.21
H 0.164 0.710 -1.819 0.12 0.00 -0.09
H -2.173 0.042 -0.262 0.24 0.61 0.07
```
Positions in Å, forces in eV/Å.

Summary:
**2S+1**: 5
**Maximum force**: 6.1 eV/Å
**Relative energy (zero: lowest compared OMol25 entry of this formula, charge and spin)**: 18.8 kcal/mol
**Charge**: +3


The following is a quantum chemistry calculation of a molecular structure, C4H4KLiMgO2 in a non-equilibrium geometry, from the Open Molecules 2025 dataset.

```
13
Properties=species:S:1:pos:R:3:forces:R:3
O 1.621 -2.120 1.228 -0.40 -0.43 0.22
C 1.081 -1.513 0.284 2.07 0.69 2.52
C 0.497 -0.524 -0.284 -0.09 -2.88 -2.95
K 1.050 -4.563 2.786 -0.10 -0.18 -0.11
Li 2.433 -0.739 2.305 -0.16 -0.31 -0.04
H 0.091 -1.549 -0.961 0.09 2.47 0.47
C -1.160 2.100 -1.102 -1.13 -2.46 -0.77
C -1.520 1.063 -0.243 -0.76 1.89 0.51
O 0.058 2.306 -1.492 2.01 1.05 0.58
H -1.949 2.592 -1.693 0.47 -0.16 -0.30
H -2.483 0.583 -0.449 -0.07 0.67 0.63
H -1.249 1.263 0.803 0.42 -0.96 -0.28
Mg 1.530 1.104 -1.181 -2.37 0.63 -0.50
```
Positions in Å, forces in eV/Å.

Summary:
**Maximum force**: 4.1 eV/Å
**Relative energy (zero: lowest compared OMol25 entry of this formula, charge and spin)**: 18.1 kcal/mol
**Charge**: +2


The following is a quantum chemistry calculation of a molecular structure, C4H4LiO2Yb in a non-equilibrium geometry, from the Open Molecules 2025 dataset.

```
12
Properties=species:S:1:pos:R:3:forces:R:3
O -0.157 -3.799 -0.582 2.05 3.85 0.34
C -0.703 -3.847 -1.741 0.15 0.58 1.16
C -1.457 -4.749 -2.351 0.48 1.23 -1.14
H -1.583 -5.735 -1.904 0.12 0.36 0.07
H -1.825 -4.559 -3.358 -0.04 -0.11 0.39
H 0.502 -2.609 -0.361 -1.55 -2.75 -0.91
C -0.311 -2.060 -2.600 0.51 -0.12 -1.54
C 0.400 -1.256 -1.909 -1.63 -3.53 0.57
O 0.970 -1.227 -0.803 0.78 0.83 1.08
Li 2.161 0.093 0.049 -0.68 -0.57 -0.59
H -0.315 -2.198 -3.676 -0.49 0.08 0.16
Yb 4.248 1.116 2.869 0.30 0.15 0.41
```
Positions in Å, forces in eV/Å.

Summary:
**2S+1**: 2
**Maximum force**: 4.4 eV/Å
**Relative energy (zero: lowest compared OMol25 entry of this formula, charge and spin)**: 75.2 kcal/mol
**Charge**: +2


The following is a quantum chemistry calculation of a molecular structure, C4H4LiO5Yb in a non-equilibrium geometry, from the Open Molecules 2025 dataset.

```
15
Properties=species:S:1:pos:R:3:forces:R:3
O 0.789 1.090 -0.281 1.66 -0.44 -2.45
C -0.018 1.944 0.225 -2.04 -3.36 0.77
C 0.160 -0.502 0.696 -2.00 -0.89 1.80
O -0.914 2.461 -0.460 0.61 1.04 0.58
O -0.107 1.715 1.554 -0.51 1.79 0.26
C 0.450 0.447 1.897 -0.11 0.00 -1.38
H -0.910 -0.671 0.552 -0.53 1.81 -0.56
H 0.109 -1.414 1.303 2.24 -1.45 -0.85
H 1.522 0.480 2.093 -0.07 0.21 -0.09
H -0.067 0.083 2.784 -0.14 0.17 -0.04
O 0.578 -2.507 -1.275 1.40 -0.63 0.42
C 0.162 -1.403 -1.215 -3.80 2.09 -2.07
O -0.688 -0.852 -2.131 2.93 -0.26 2.97
Li -1.622 1.361 -1.877 0.62 -0.12 0.37
Yb 0.557 -2.234 -3.866 -0.24 0.04 0.27
```
Positions in Å, forces in eV/Å.

Summary:
**2S+1**: 3
**Maximum force**: 4.8 eV/Å
**Relative energy (zero: lowest compared OMol25 entry of this formula, charge and spin)**: 119.4 kcal/mol
**Charge**: +1


The following is a quantum chemistry calculation of a molecular structure, C4H4LiO5Yb in a non-equilibrium geometry, from the Open Molecules 2025 dataset.

```
15
Properties=species:S:1:pos:R:3:forces:R:3
O -1.824 -4.395 -0.676 1.55 -0.09 -0.40
C -2.866 -3.841 -0.335 -1.50 -1.92 -0.20
O -2.965 -2.632 -0.005 1.01 2.77 0.75
Li -4.170 -1.536 0.904 -0.19 -0.32 -0.15
Yb -0.570 -2.551 -0.354 -0.30 0.51 -0.33
C 0.530 -0.222 -0.790 0.59 -1.07 -1.78
C 1.679 0.094 -0.217 -0.57 -1.64 1.10
H 0.088 0.374 -1.595 -1.21 0.38 0.91
H 2.558 -0.550 -0.158 -0.12 0.14 0.70
O 1.531 3.046 1.692 0.19 -0.20 0.49
C 1.307 2.266 0.702 1.79 0.93 -0.74
O 0.770 2.754 -0.346 -1.97 -0.85 -1.53
O 1.898 1.142 0.762 -0.03 -0.02 -0.39
H 1.701 3.963 1.421 -0.52 0.34 0.09
H 0.331 2.089 -1.006 1.29 1.02 1.49
```
Positions in Å, forces in eV/Å.

Summary:
**2S+1**: 2
**Maximum force**: 3.0 eV/Å
**Relative energy (zero: lowest compared OMol25 entry of this formula, charge and spin)**: 147.4 kcal/mol
**Charge**: +2


The following is a quantum chemistry calculation of a molecular structure, C4H4LuO2 in a non-equilibrium geometry, from the Open Molecules 2025 dataset.

```
11
Properties=species:S:1:pos:R:3:forces:R:3
H 0.327 -1.189 -1.619 -1.07 -0.17 -0.06
O -2.972 0.703 -0.168 0.18 -0.03 0.03
C -2.087 0.110 0.162 -0.47 -0.33 0.27
C -0.957 -0.630 0.618 -3.23 -1.48 -1.98
C 0.234 -0.707 -0.299 -0.16 -4.96 2.32
C 0.962 -1.925 -0.553 1.56 3.69 1.23
H -1.152 -1.317 1.450 0.34 0.14 0.12
H 0.935 -2.636 0.281 -1.78 -2.12 -1.34
H 1.959 -1.821 -0.985 0.10 0.06 -0.19
O 0.559 0.232 0.585 5.12 5.73 -0.47
Lu 2.114 1.880 1.048 -0.60 -0.53 0.07
```
Positions in Å, forces in eV/Å.

Summary:
**2S+1**: 2
**Maximum force**: 7.7 eV/Å
**Relative energy (zero: lowest compared OMol25 entry of this formula, charge and spin)**: 133.3 kcal/mol
**Charge**: +4